This record from the Open Molecules 2025 dataset describes C45H39N3O4Sn as an isolated structure. The level of theory is ωB97M-V/def2-TZVPD.

CARTESIAN COORDINATES (ANGSTROEM)
1 Sn -0.173 0.813 -0.931
2 O 1.881 0.911 -1.251
3 O 0.092 0.419 1.257
4 O -2.429 -2.860 -1.101
5 O -0.131 2.563 -2.610
6 N 0.214 2.688 1.655
7 N 0.813 -2.025 -0.746
8 N 0.311 2.806 0.261
9 C -4.629 -1.989 0.299
10 C 5.021 2.782 -2.961
11 C -4.400 -1.199 2.942
12 C 2.589 -1.203 -2.212
13 C -3.360 -1.884 2.319
14 C 2.192 -3.641 -1.823
15 C -0.146 2.222 4.418
16 C 3.973 2.093 -2.362
17 C -5.566 -0.923 2.247
18 C -0.058 1.187 3.489
19 C 1.260 4.948 0.901
20 C -0.326 0.623 6.210
21 C 3.410 -0.374 0.086
22 C 5.348 0.143 -2.220
23 C 0.806 3.947 -0.136
24 C 6.395 0.827 -2.818
25 C 3.181 0.517 1.131
26 C -2.936 -7.327 1.023
27 C 0.152 -3.006 -0.124
28 C -0.238 -0.410 5.288
29 C 1.820 -2.328 -1.564
30 C -2.575 -5.100 1.864
31 C -5.673 -1.321 0.917
32 C -2.745 -6.459 2.092
33 C 6.236 2.154 -3.197
34 C 2.928 0.026 -1.322
35 C -2.962 -6.815 -0.269
36 C -0.278 1.942 5.769
37 C 1.525 -4.666 -1.167
38 C -0.104 -0.129 3.935
39 C 0.088 1.449 2.020
40 C -2.790 -5.454 -0.488
41 C 3.606 0.226 2.418
42 C -2.360 -3.066 0.208
43 C 4.513 -1.853 1.648
44 C 4.273 -0.963 2.684
45 C 0.942 4.154 -3.986
46 C -3.461 -2.298 0.994
47 C -0.964 -2.624 0.796
48 C 4.086 -1.558 0.360
49 C 0.557 3.619 -2.616
50 C 0.511 -4.347 -0.292
51 C 4.119 0.762 -1.991
52 C 0.992 4.321 -1.497
53 C -2.585 -4.579 0.571
54 H -0.023 -5.116 0.251
55 H 2.024 -0.792 -3.054
56 H -6.573 -1.088 0.357
57 H 3.009 -3.846 -2.505
58 H -0.276 -1.440 5.621
59 H 3.026 2.579 -2.164
60 H -2.449 -2.060 2.879
61 H 1.624 3.441 -4.454
62 H -3.113 -7.485 -1.110
63 H 7.052 2.692 -3.665
64 H -0.964 -1.541 0.906
65 H 1.694 5.821 0.414
66 H -6.375 -0.381 2.725
67 H 4.881 3.819 -3.243
68 H -0.031 -0.920 3.198
69 H -4.281 -0.864 3.966
70 H -0.348 2.754 6.484
71 H 1.425 5.131 -3.935
72 H -2.437 -4.433 2.709
73 H 3.502 -1.632 -2.631
74 H 7.341 0.324 -2.984
75 H 0.418 5.253 1.523
76 H -0.775 -3.066 1.782
77 H 5.498 -0.885 -1.911
78 H -4.650 -2.267 -0.747
79 H -0.435 0.405 7.267
80 H 0.050 4.217 -4.613
81 H -3.066 -8.389 1.197
82 H -2.731 -6.844 3.106
83 H 1.532 5.243 -1.668
84 H -2.787 -4.994 -1.471
85 H 2.634 1.426 0.920
86 H 5.017 -2.793 1.845
87 H 1.991 4.500 1.574
88 H -0.109 3.240 4.055
89 H 4.256 -2.282 -0.428
90 H 1.805 -5.701 -1.332
91 H 4.589 -1.201 3.693
92 H 3.391 0.923 3.220

**Total charge**: -2

This record from the Open Molecules 2025 dataset describes C45H39N3O4Sn as an isolated structure. The level of theory is ωB97M-V/def2-TZVPD.

CARTESIAN COORDINATES (ANGSTROEM)
1 Sn -1.026 -1.869 0.898
2 O 4.693 -2.573 -1.068
3 O -2.928 -3.297 1.333
4 O 0.001 0.076 1.374
5 O -2.337 -1.007 -0.435
6 N 0.488 -1.645 -1.666
7 N -2.306 -0.647 2.420
8 N -1.694 0.524 2.889
9 C -2.305 -0.453 -1.689
10 C 0.119 2.036 2.724
11 C 0.448 3.824 4.310
12 C -5.401 0.672 -3.688
13 C 4.499 -1.656 1.148
14 C 1.633 3.843 2.224
15 C 4.051 -1.652 -0.348
16 C 3.720 0.937 -0.420
17 C 4.023 2.184 -0.949
18 C -1.304 3.000 -0.474
19 C 5.641 1.170 -2.393
20 C 1.816 -1.871 -1.697
21 C -6.133 -0.423 -1.688
22 C 0.406 -1.826 -4.037
23 C 5.714 -2.272 1.435
24 C -1.847 1.730 -0.552
25 C -1.621 0.923 -1.666
26 C 4.259 -1.166 3.509
27 C 2.493 -2.104 -2.894
28 C 1.775 -2.067 -4.072
29 C 4.988 2.309 -1.940
30 C -0.513 3.489 -1.508
31 C 2.499 -1.849 -0.353
32 C -4.090 -2.968 1.693
33 C -0.208 -1.634 -2.804
34 C -4.437 -1.805 2.369
35 C -4.082 0.464 -3.312
36 C 6.210 -2.315 2.728
37 C -0.282 2.695 -2.619
38 C 4.364 -0.212 -0.872
39 C -4.810 -0.632 -1.314
40 C 5.485 -1.758 3.777
41 C -3.573 -0.738 2.737
42 C -6.436 0.225 -2.876
43 C -5.199 -3.939 1.323
44 C -0.166 2.635 3.949
45 C -0.563 0.772 2.297
46 C 1.025 2.647 1.864
47 C 3.772 -1.115 2.207
48 C -4.212 0.385 3.524
49 C 5.327 -0.074 -1.865
50 C -0.839 1.422 -2.699
51 C 1.349 4.435 3.446
52 C -3.770 -0.196 -2.125
53 C -1.709 -1.430 -2.751
54 H 1.972 -1.104 0.245
55 H 5.802 -0.991 -2.196
56 H 1.830 5.364 3.727
57 H -0.880 2.151 4.602
58 H -4.932 -4.936 1.677
59 H -3.684 0.537 4.465
60 H 0.352 3.053 -3.422
61 H -0.624 0.809 -3.565
62 H -5.269 -3.985 0.234
63 H 3.501 3.061 -0.585
64 H 2.965 0.866 0.352
65 H -6.167 -3.651 1.733
66 H 2.278 -2.228 -5.020
67 H -5.478 -1.681 2.637
68 H -0.066 4.474 -1.436
69 H -3.283 0.841 -3.941
70 H -7.468 0.387 -3.166
71 H -4.133 1.325 2.977
72 H 2.310 -2.822 0.114
73 H 3.670 -0.747 4.317
74 H -5.260 0.158 3.718
75 H 1.221 2.185 0.906
76 H -2.437 1.331 0.264
77 H -1.473 3.601 0.413
78 H -2.187 -2.391 -2.533
79 H 3.552 -2.330 -2.818
80 H 5.862 -1.798 4.793
81 H -6.930 -0.770 -1.039
82 H 7.164 -2.794 2.926
83 H 5.222 3.283 -2.357
84 H 2.326 4.319 1.541
85 H -5.621 1.191 -4.614
86 H 6.223 -2.724 0.591
87 H 6.394 1.253 -3.171
88 H -2.040 -1.141 -3.752
89 H -4.557 -1.122 -0.382
90 H -0.185 -1.790 -4.945
91 H 0.225 4.277 5.270
92 H 2.801 -0.664 2.038

**Total charge**: -2

What are the energy relative to the best compared isomer or geometry (same formula, charge and spin) values for these records? In order: 11.44; 3.07 kcal/mol.